1.
DFT (ωB97M-V/def2-TZVPD) results for C2H8O2SSi2 in the gas phase.

## Properties
HOMO energy (eV): -9.82

Last column: Mulliken charge in e.
Element x y z (Å)
C  3.321  0.047  -0.420  -0.459
C  2.392  -0.186  0.476  -0.290
O  0.896  1.357  -1.162  -0.665
O  0.488  1.404  1.396  -0.589
Si  -2.667  0.850  -0.066  0.419
Si  -0.990  -0.729  0.194  0.350
S  0.777  0.576  0.235  0.842
H  4.322  -0.350  -0.382  0.262
H  3.061  0.691  -1.247  0.266
H  2.462  -0.785  1.367  0.321
H  -3.117  1.321  1.252  -0.084
H  -3.813  0.186  -0.712  -0.134
H  -2.231  1.979  -0.885  -0.061
H  -0.760  -1.399  1.481  -0.087
H  -0.558  -1.726  -0.794  -0.092

***

2.
DFT (ωB97M-V/def2-TZVPD) results for a molecular structure, C29H39NO12Ti.

## Properties
<S²>: 0.752
Spin multiplicity: 2
Net charge: +1
HOMO energy (spin up / spin down) (eV): -10.49 / -10.88

Last column: Mulliken charge in e.
Element x y z (Å)
Ti  0.925  -0.487  0.311  0.361
C  -0.329  2.081  -1.751  -0.818
C  -0.206  2.917  -0.470  -0.726
O  0.665  2.263  0.436  0.637
C  1.940  2.839  0.635  -0.797
C  2.543  2.111  1.839  -0.652
O  2.678  0.718  1.577  -0.286
C  3.999  0.203  1.668  -0.597
C  4.113  -0.978  0.692  -0.793
O  2.928  -1.750  0.734  0.034
C  2.873  -2.731  1.774  -0.759
C  1.458  -2.659  2.368  -0.683
O  0.519  -2.364  1.351  0.111
C  0.102  -3.473  0.564  -0.645
C  -1.186  -3.062  -0.180  -0.942
O  -1.267  -1.646  -0.203  0.425
C  -2.017  -1.128  -1.286  -1.178
C  -1.932  0.389  -1.180  0.003
O  -0.576  0.718  -1.452  -0.022
H  0.615  2.087  -2.302  0.145
H  -1.124  2.485  -2.392  0.625
H  -1.186  2.974  0.019  0.074
H  0.147  3.928  -0.700  0.567
H  1.836  3.909  0.873  0.623
H  2.581  2.716  -0.250  0.107
H  1.851  2.214  2.681  0.162
H  3.511  2.555  2.087  0.662
H  4.177  -0.123  2.705  0.207
H  4.745  0.958  1.397  0.702
H  4.991  -1.593  0.917  0.617
H  4.191  -0.609  -0.337  0.122
H  3.611  -2.545  2.558  0.496
H  3.079  -3.712  1.324  0.304
H  1.371  -1.819  3.071  0.225
H  1.179  -3.586  2.887  0.540
H  -0.101  -4.331  1.216  0.568
H  0.886  -3.732  -0.157  0.299
H  -2.070  -3.457  0.340  0.436
H  -1.162  -3.465  -1.199  0.314
H  -3.061  -1.461  -1.217  0.549
H  -1.583  -1.454  -2.243  0.310
H  -2.215  0.692  -0.162  -0.276
H  -2.606  0.854  -1.913  0.515
C  -5.874  2.889  2.180  -1.527
C  -4.619  2.083  2.290  0.697
C  -4.636  0.720  2.028  -0.842
C  -3.491  -0.057  2.148  1.491
C  -3.603  -1.539  1.950  -1.825
C  -2.291  0.562  2.502  0.682
C  -2.268  1.920  2.831  0.629
C  -1.011  2.551  3.351  -1.187
C  -3.431  2.662  2.718  -1.039
C  -0.994  -0.191  2.494  -0.088
O  -0.697  -1.038  3.317  -0.674
O  -0.176  0.155  1.537  -0.092
H  -6.389  2.675  1.244  0.371
H  -5.665  3.955  2.240  0.373
H  -6.545  2.625  3.000  0.323
H  -5.561  0.243  1.740  0.462
H  -4.270  -1.947  2.709  0.630
H  -2.640  -2.029  2.056  -0.031
H  -4.042  -1.764  0.978  0.305
H  -0.334  2.763  2.526  -0.203
H  -0.514  1.866  4.037  0.269
H  -1.228  3.480  3.873  0.600
H  -3.401  3.711  2.979  0.419
O  2.050  0.303  -1.052  -0.628
C  1.788  -0.709  -1.806  0.970
O  1.062  -1.591  -1.209  -0.489
C  2.091  -0.824  -3.202  0.251
C  2.667  0.234  -3.936  -0.452
C  2.701  0.181  -5.307  -0.739
C  2.185  -0.936  -5.974  -0.123
C  1.681  -2.026  -5.257  -0.669
C  1.636  -1.970  -3.890  -0.448
N  2.111  -0.944  -7.399  1.003
O  1.603  -1.916  -7.931  -0.589
O  2.541  0.030  -7.989  -0.590
H  3.042  1.093  -3.398  0.568
H  3.099  0.996  -5.893  0.513
H  1.314  -2.881  -5.804  0.515
H  1.215  -2.781  -3.315  0.595

***

3.
DFT (ωB97M-V/def2-TZVPD) results for a molecular structure, C44H37P2Sc.

## Properties
Net charge: +2
HOMO energy (spin up / spin down) (eV): -11.99 / -11.99

Last column: Mulliken charge in e.
Element x y z (Å)
C  -2.143  -3.100  -1.583  0.561
C  -2.358  -1.768  -1.995  -0.466
C  -2.445  -1.492  -3.402  -0.723
C  -2.262  -2.559  -4.317  -0.893
C  -2.291  -3.895  -3.857  -0.244
C  -2.279  -4.162  -2.489  -1.562
P  -2.035  -0.447  -0.731  2.016
C  -2.808  0.941  -1.629  0.099
C  -1.919  1.947  -2.046  -0.420
C  -2.351  2.891  -2.970  -0.955
C  -3.682  2.907  -3.408  -0.583
C  -4.593  1.983  -2.896  -0.749
C  -4.164  1.007  -1.988  -0.155
Sc  -0.331  -2.014  -3.053  -0.320
P  1.521  -1.315  -0.228  3.067
C  1.758  -1.837  -1.917  0.388
C  1.453  -3.168  -2.395  -0.603
C  1.304  -3.381  -3.776  -0.734
C  1.396  -2.285  -4.670  -0.639
C  1.805  -1.028  -4.215  -1.373
C  2.093  -0.856  -2.865  -0.007
C  3.236  -0.989  0.263  0.382
C  3.391  -0.440  1.541  -0.701
C  4.602  0.159  1.905  -0.563
C  5.685  0.108  1.018  -0.597
C  5.571  -0.546  -0.216  -0.798
C  4.340  -1.084  -0.596  -0.257
C  1.179  -2.838  0.632  0.322
C  0.032  -3.036  1.408  -0.647
C  -0.219  -4.298  1.958  -0.460
C  0.672  -5.359  1.720  -0.679
C  1.841  -5.158  0.968  -0.747
C  2.089  -3.892  0.443  -0.787
C  -3.252  -0.891  0.569  0.499
C  -4.358  -1.721  0.337  -0.280
C  -5.236  -2.033  1.375  -0.770
C  -5.023  -1.525  2.655  -0.647
C  -3.928  -0.688  2.887  -0.662
C  -3.040  -0.372  1.863  -0.574
H  2.543  -0.438  2.231  0.841
H  4.694  0.680  2.861  0.473
H  6.638  0.557  1.299  0.418
H  6.423  -0.632  -0.899  0.442
H  4.247  -1.567  -1.564  0.410
H  1.009  -3.900  -1.714  0.341
H  0.947  -4.342  -4.154  0.412
H  1.211  -2.428  -5.732  0.619
H  1.897  -0.177  -4.900  0.504
H  2.598  0.048  -2.537  0.610
H  -0.640  -2.198  1.587  0.494
H  -1.116  -4.463  2.572  0.499
H  0.450  -6.355  2.115  0.423
H  2.551  -5.983  0.796  0.447
H  2.996  -3.736  -0.141  0.393
H  -4.548  -2.134  -0.653  0.428
H  -6.076  -2.696  1.181  0.431
H  -5.713  -1.773  3.462  0.426
H  -3.755  -0.303  3.889  0.449
H  -2.183  0.275  2.054  0.366
H  -0.900  1.951  -1.651  0.526
H  -1.626  3.602  -3.360  0.445
H  -3.986  3.641  -4.156  0.425
H  -5.631  2.021  -3.231  0.443
H  -4.887  0.286  -1.608  0.421
H  -2.386  -0.461  -3.783  0.381
H  -2.143  -2.371  -5.391  0.553
H  -2.353  -4.741  -4.562  0.518
H  -2.304  -5.192  -2.108  0.623
H  -2.052  -3.325  -0.524  0.823
H  -0.164  -5.695  -3.612  0.265
H  -0.345  -5.467  -2.919  -0.278
C  0.517  0.046  0.187  -0.657
C  0.517  1.209  0.669  0.625
C  0.772  2.432  1.344  -0.079
C  0.010  3.621  1.174  -0.220
C  0.194  4.717  2.025  -0.819
C  1.181  4.668  3.024  -0.306
C  2.006  3.537  3.157  -0.745
C  1.827  2.469  2.290  0.197
H  -0.728  3.662  0.367  0.510
H  -0.444  5.604  1.920  0.403
H  1.305  5.502  3.716  0.410
H  2.780  3.471  3.935  0.397
H  2.493  1.610  2.342  -0.031

***

The calculation returns the following max |F| values, one per record and in order: 6.134, 3.683, 3.476 eV/Å.